# C65H145N8O3

C65H145N8O3 as an isolated structure (ωB97M-V/def2-TZVPD, the Open Molecules 2025 dataset).

XYZ file:
```
221
Properties=species:S:1:pos:R:3:forces:R:3
O 1.242 1.224 0.358 0.53 2.72 0.08
C 0.464 0.162 0.248 -5.16 -1.70 0.58
O -0.772 0.254 0.314 -0.20 0.41 -0.04
O 1.147 -0.873 0.109 0.76 -1.84 -0.45
H 1.852 0.514 0.145 4.01 0.53 -0.18
C -5.729 -2.710 -2.165 -0.54 -0.14 -0.39
C -4.413 -3.349 -2.571 0.18 -0.12 0.70
C -4.522 -4.563 -3.463 0.98 0.52 -1.27
N -3.120 -5.174 -3.862 0.14 -0.16 -0.85
C -2.280 -5.567 -2.668 -0.51 1.74 -0.03
C -2.276 -4.255 -4.835 1.05 -0.28 0.63
C -1.843 -5.124 -6.028 0.24 -0.96 0.12
C -3.037 -6.081 -6.167 0.45 1.79 -0.31
C -3.328 -6.407 -4.744 -1.42 -0.52 0.55
H -5.513 -1.878 -1.494 -0.08 0.03 -0.12
H -6.356 -3.419 -1.624 -0.04 -0.03 0.02
H -6.305 -2.356 -3.020 -0.01 0.12 0.03
H -4.007 -3.627 -1.598 0.70 -0.07 -0.18
H -3.799 -2.585 -3.049 0.28 -0.10 0.13
H -4.879 -4.244 -4.443 -0.30 -0.06 -0.03
H -5.219 -5.320 -3.104 0.54 -0.30 0.20
H -2.900 -6.025 -1.897 0.12 -0.66 -0.44
H -1.985 -4.617 -2.222 0.35 -0.08 0.04
H -1.396 -6.102 -3.016 -0.32 -0.18 0.25
H -1.381 -3.971 -4.280 -0.25 0.27 0.16
H -2.807 -3.345 -5.115 -0.35 -0.33 0.09
H -0.960 -5.734 -5.841 0.18 0.08 0.73
H -1.506 -4.579 -6.909 -0.75 0.35 -0.02
H -2.908 -6.981 -6.768 -0.04 0.31 -0.11
H -3.812 -5.401 -6.521 -0.55 -0.66 -0.51
H -2.685 -7.210 -4.384 -0.29 0.03 0.15
H -4.394 -6.623 -4.671 0.22 -0.69 0.36
C 4.935 -6.838 0.456 0.60 -0.08 0.08
C 5.881 -7.959 1.020 -0.46 0.20 -1.73
C 6.773 -8.426 -0.165 1.04 -0.66 1.16
N 7.579 -9.752 0.196 0.65 -0.81 -0.77
C 8.218 -9.736 1.632 -2.54 1.41 -0.81
C 6.652 -11.029 -0.109 0.19 0.68 1.48
C 6.926 -11.469 -1.523 1.37 -0.79 -0.02
C 7.932 -10.447 -2.077 -0.12 -0.43 -0.54
C 8.717 -10.056 -0.819 -0.98 1.12 -0.95
H 4.096 -6.541 1.086 0.19 -0.36 0.30
H 4.512 -7.146 -0.500 -0.06 -0.22 0.04
H 5.472 -5.914 0.239 0.24 -0.03 0.07
H 5.264 -8.761 1.426 0.18 -0.06 0.11
H 6.629 -7.609 1.732 -0.68 0.20 0.44
H 7.465 -7.593 -0.286 0.59 -0.35 -0.14
H 6.350 -8.578 -1.157 -0.49 -0.32 0.46
H 8.601 -8.726 1.777 0.61 -0.24 -0.27
H 8.923 -10.521 1.905 -0.26 -0.06 -0.67
H 7.316 -9.713 2.245 0.34 -0.62 0.50
H 7.008 -11.714 0.660 -0.14 -0.26 -0.26
H 5.579 -10.906 0.040 0.20 0.86 0.44
H 7.484 -12.398 -1.408 -0.04 -0.20 -0.31
H 6.062 -11.735 -2.131 -0.04 0.56 0.11
H 8.531 -10.869 -2.883 0.33 -0.20 0.37
H 7.419 -9.640 -2.601 0.09 0.42 0.46
H 9.358 -10.866 -0.470 -0.43 -0.13 0.28
H 9.361 -9.187 -0.948 -0.22 0.16 0.15
C -5.391 4.099 -3.107 0.02 0.27 -0.45
C -4.132 4.396 -2.333 0.53 0.43 0.70
C -3.970 5.921 -2.055 1.89 -0.54 -1.75
N -2.511 6.358 -1.675 0.84 -0.93 1.68
C -1.391 5.529 -2.344 -0.69 -0.01 1.18
C -2.330 6.342 -0.100 0.29 0.17 -0.79
C -1.155 7.263 0.105 0.09 0.25 0.70
C -1.355 8.375 -0.893 1.26 0.69 -0.30
C -2.237 7.812 -1.991 -0.90 0.51 0.74
H -6.234 4.481 -2.532 -0.35 -0.42 -0.30
H -5.433 3.035 -3.344 -0.38 -0.04 0.50
H -5.390 4.560 -4.095 -0.02 0.37 0.08
H -3.281 3.936 -2.835 0.09 0.45 -0.16
H -4.184 3.861 -1.384 0.02 0.06 0.24
H -4.716 6.298 -1.355 0.46 0.14 0.18
H -4.008 6.495 -2.981 -0.89 -0.28 -0.22
H -1.408 4.551 -1.863 -0.22 -0.18 -0.57
H -0.409 5.918 -2.075 -0.29 0.56 -0.05
H -1.499 5.534 -3.429 -0.24 -0.15 0.22
H -2.054 5.392 0.358 -0.67 -0.44 -0.65
H -3.285 6.721 0.264 0.18 0.00 0.17
H -0.246 6.675 -0.021 0.12 0.23 -0.12
H -1.115 7.696 1.105 -0.08 -0.34 0.12
H -0.430 8.774 -1.310 0.21 -0.30 0.05
H -1.777 9.259 -0.415 -0.44 -0.22 -0.07
H -1.773 7.929 -2.971 -0.65 -0.13 -0.07
H -3.180 8.329 -1.816 -0.20 -0.09 -1.06
C -3.066 -4.371 4.195 0.34 0.57 -0.64
C -4.355 -4.200 5.001 0.82 -1.41 0.84
C -4.899 -5.606 5.432 -1.70 2.65 -0.42
N -6.308 -5.429 6.070 -0.56 -1.28 -0.64
C -6.714 -6.922 6.384 -0.20 1.36 -0.90
C -7.388 -4.843 5.126 -1.34 0.37 0.30
C -8.289 -3.912 5.989 1.12 0.22 1.08
C -7.787 -4.082 7.478 -1.03 0.13 -1.19
C -6.378 -4.608 7.327 0.41 -0.23 1.01
H -3.198 -4.512 3.123 -0.42 -0.17 0.01
H -2.410 -5.181 4.515 -0.21 -0.03 0.35
H -2.489 -3.449 4.260 0.10 -0.02 0.09
H -5.081 -3.560 4.500 -0.03 -0.31 -0.10
H -4.060 -3.693 5.920 -0.16 0.14 0.04
H -4.278 -6.069 6.199 0.03 -0.10 -0.37
H -5.137 -6.210 4.557 0.55 -0.31 0.17
H -7.010 -7.343 5.423 0.34 -0.14 0.06
H -7.619 -6.950 6.992 0.43 0.08 0.42
H -5.812 -7.406 6.759 -0.52 -0.07 0.37
H -7.973 -5.645 4.677 0.28 -0.20 0.25
H -7.072 -4.217 4.291 1.01 -0.46 0.23
H -9.371 -4.011 5.901 0.22 -0.42 -0.17
H -8.046 -2.882 5.725 -0.12 0.02 -0.20
H -8.475 -4.721 8.032 0.30 -0.20 0.03
H -7.809 -3.102 7.955 0.15 -0.20 0.17
H -6.079 -5.257 8.150 -0.01 -0.05 0.00
H -5.672 -3.778 7.345 0.07 -0.14 -0.61
C 5.876 7.155 1.164 0.50 0.86 0.55
C 5.863 6.441 -0.153 -0.08 0.79 -0.40
C 7.306 6.032 -0.466 -0.38 -1.99 -0.05
N 7.360 4.624 -1.096 -0.80 -1.06 -1.37
C 6.998 4.783 -2.636 0.87 -0.13 1.69
C 8.692 3.902 -0.975 1.34 0.63 -0.31
C 8.443 2.376 -0.788 1.00 0.14 -1.45
C 6.976 2.210 -0.973 -1.23 0.51 1.24
C 6.457 3.542 -0.409 -0.76 0.42 -1.53
H 6.033 6.423 1.956 -0.72 0.34 0.45
H 5.054 7.871 1.193 -0.52 -0.69 0.81
H 6.706 7.852 1.278 0.44 -0.13 -0.36
H 5.373 7.152 -0.819 0.63 -0.16 -0.79
H 5.147 5.620 -0.104 0.38 -0.21 0.03
H 7.844 5.875 0.469 0.02 0.34 0.07
H 7.888 6.679 -1.122 -0.21 0.12 0.15
H 7.181 3.818 -3.109 -0.36 0.21 -0.02
H 7.706 5.512 -3.031 0.05 -0.12 0.07
H 5.996 5.195 -2.755 -0.01 -0.38 0.22
H 9.293 4.170 -1.843 -0.24 -0.40 -0.37
H 9.297 4.391 -0.212 -0.44 -0.27 0.59
H 8.890 1.789 -1.591 0.69 0.24 0.15
H 8.794 1.950 0.151 -0.03 0.45 0.05
H 6.587 2.072 -1.981 0.47 0.16 -0.17
H 6.630 1.323 -0.443 -0.29 0.28 0.29
H 5.439 3.693 -0.770 -0.03 0.26 0.55
H 6.576 3.684 0.665 -0.07 -0.12 -0.07
C 2.068 3.789 5.698 0.53 -1.09 -1.20
C 2.546 2.620 6.660 -1.20 1.79 0.05
C 3.722 1.770 6.209 -0.39 -1.50 0.35
N 3.912 0.464 7.029 -0.82 -0.69 1.34
C 3.859 0.837 8.544 1.02 -0.97 -0.62
C 5.214 -0.334 6.671 -0.45 -0.30 -0.95
C 4.858 -1.256 5.425 0.77 -0.10 0.48
C 3.391 -1.340 5.394 -3.33 2.16 0.95
C 2.958 -0.713 6.765 -0.73 -1.10 -0.17
H 1.068 4.182 5.879 0.20 -0.12 0.79
H 1.967 3.435 4.672 0.07 -0.43 -0.18
H 2.761 4.622 5.575 0.13 -0.04 0.64
H 1.662 2.024 6.887 0.05 -0.34 -0.23
H 2.721 3.178 7.580 0.52 -0.42 0.22
H 4.675 2.273 6.372 -0.04 0.08 -0.67
H 3.535 1.309 5.240 0.44 0.92 -0.50
H 3.750 -0.116 9.061 0.53 0.16 0.16
H 3.066 1.474 8.935 -0.23 0.00 -1.03
H 4.812 1.337 8.717 -0.04 -0.21 0.38
H 5.367 -0.996 7.523 0.19 0.35 0.05
H 6.086 0.291 6.477 -0.30 0.26 0.33
H 5.109 -2.299 5.621 1.02 0.27 0.20
H 5.269 -0.977 4.455 0.28 0.25 0.32
H 2.922 -2.291 5.143 0.30 -0.18 0.58
H 2.837 -0.660 4.747 0.67 0.11 -0.92
H 3.061 -1.440 7.571 0.79 0.18 0.22
H 1.887 -0.531 6.861 0.08 0.96 -0.44
C 1.476 2.299 -6.800 -0.19 -0.15 -0.75
C 2.393 2.461 -8.037 0.84 1.22 0.69
C 2.638 4.009 -8.388 -0.19 -0.21 -1.83
N 3.070 4.246 -9.861 -0.78 -0.57 -1.04
C 4.298 3.373 -10.131 -0.78 1.42 0.26
C 1.928 3.955 -10.900 0.55 0.52 0.19
C 1.763 5.232 -11.762 -0.51 -0.61 -0.07
C 2.988 6.056 -11.595 1.50 -0.72 1.34
C 3.416 5.729 -10.133 -0.04 -0.05 -0.26
H 1.106 1.285 -6.649 0.42 -0.24 -0.31
H 0.552 2.856 -6.954 0.14 0.44 0.36
H 2.015 2.546 -5.886 -0.25 0.41 -0.05
H 2.075 1.890 -8.909 -0.50 0.39 -0.07
H 3.346 1.997 -7.780 0.19 0.17 -0.03
H 3.419 4.619 -7.934 0.05 -0.82 1.08
H 1.733 4.613 -8.322 -0.24 -0.30 0.28
H 4.647 3.615 -11.135 0.11 -0.20 0.13
H 4.068 2.315 -10.011 0.02 0.26 -0.05
H 4.970 3.768 -9.369 0.53 -0.61 -0.25
H 2.270 3.081 -11.453 -0.33 0.08 -0.04
H 0.984 3.781 -10.383 0.32 -0.41 0.17
H 1.663 4.965 -12.814 -0.58 0.06 0.13
H 0.922 5.811 -11.380 -0.29 -0.24 -0.35
H 3.776 5.677 -12.246 0.08 0.28 -0.17
H 2.858 7.126 -11.759 0.03 -0.15 0.06
H 4.488 5.870 -9.995 -0.12 0.01 0.31
H 2.840 6.304 -9.408 0.09 0.08 -0.01
C -5.180 1.881 4.884 -0.37 -0.07 -0.71
C -6.367 2.033 3.870 0.43 -0.21 1.43
C -7.523 2.767 4.565 0.08 0.59 -1.13
N -8.634 3.277 3.606 -0.18 0.02 1.09
C -9.479 2.078 3.020 1.15 1.62 0.30
C -8.031 4.279 2.574 -0.86 -1.49 -0.28
C -9.093 5.325 2.232 -0.04 -1.15 0.02
C -10.192 5.101 3.311 0.82 1.27 0.58
C -9.596 4.221 4.404 0.66 -1.34 -0.80
H -5.469 1.334 5.781 0.02 -0.01 -0.04
H -4.745 2.835 5.181 -0.27 0.13 0.02
H -4.384 1.350 4.362 0.00 -0.19 0.19
H -6.686 1.026 3.601 0.05 0.05 -0.34
H -5.939 2.553 3.013 -0.50 0.05 -0.14
H -7.110 3.661 5.032 -0.16 0.14 -0.04
H -7.969 2.182 5.370 -0.21 -0.15 -0.26
H -8.796 1.352 2.579 -0.08 0.16 0.02
H -10.148 2.500 2.270 0.04 -0.15 0.08
H -10.041 1.648 3.849 0.12 0.07 -0.11
H -7.811 3.647 1.714 0.69 0.29 0.05
H -7.179 4.773 3.042 0.12 -0.52 -0.05
H -9.536 5.156 1.250 0.12 -0.11 0.01
H -8.558 6.272 2.148 -0.59 0.28 0.54
H -11.069 4.656 2.840 -0.09 0.29 0.37
H -10.362 6.070 3.780 -0.88 -0.11 -0.17
H -10.280 3.586 4.967 -0.21 0.13 -0.22
H -8.957 4.693 5.151 -0.10 0.50 -0.32
```
Forces are in eV/Å.

Total charge   +7
HOMO level   -16.436 eV
Orbital gap   6.641 eV

Here are the Mulliken charges for atoms 1 to 2, given in e: atom 1 (O): -0.48, atom 2 (C): 0.66